Record 1
C27H38LiN6O2PSSe as an isolated structure, computed with wB97M-V/def2-TZVPD.

The value obtained for the highest occupied orbital energy (alpha / beta) is 1.158 / 1.144 eV. The calculated total energy comes out at -127326.6064 eV. The total charge is -2. The calculation puts the molar mass at 627.583 u.

```
77
C27H38LiN6O2PSSe wB97M-V/def2-TZVPD
Li -0.949 0.316 0.566
C -3.800 -3.511 2.885
N -4.262 -2.223 2.459
C -5.506 -1.690 2.667
C -5.551 -0.491 2.071
N -4.305 -0.242 1.472
C -3.492 -1.384 1.652
S -1.991 -1.790 1.165
C -3.952 1.052 1.047
C -4.888 2.100 1.171
C -4.515 3.373 0.802
C -3.227 3.604 0.332
C -2.385 2.514 0.250
N -2.738 1.270 0.576
H -4.599 -3.993 3.451
H -2.909 -3.411 3.507
H -3.526 -4.121 2.019
H -6.272 -2.215 3.211
H -6.374 0.192 2.026
H -5.884 1.946 1.553
H -5.230 4.184 0.889
H -2.886 4.588 0.040
H -1.360 2.627 -0.089
O -0.935 0.399 2.490
Se -1.695 0.003 -2.862
C -1.686 0.091 -4.748
C -1.076 -0.899 -5.544
C -1.069 -0.833 -6.928
C -1.674 0.228 -7.597
C -2.287 1.219 -6.834
C -2.293 1.152 -5.450
H -0.600 -1.732 -5.040
H -0.583 -1.621 -7.496
H -1.668 0.280 -8.680
H -2.767 2.059 -7.328
H -2.773 1.932 -4.872
O 0.842 0.899 -0.057
P 1.923 0.131 0.608
N 1.961 -1.393 -0.050
C 3.025 -2.353 0.246
C 3.359 -2.981 -1.110
C 2.029 -2.883 -1.857
C 1.530 -1.501 -1.457
N 2.098 -0.100 2.229
C 1.747 1.137 3.009
C 1.781 0.624 4.439
C 1.057 -0.721 4.307
C 1.432 -1.246 2.911
N 3.344 0.972 0.201
C 4.570 0.995 1.001
C 5.259 2.309 0.613
C 4.702 2.604 -0.779
C 3.250 2.164 -0.645
H 2.665 -3.114 0.947
H 3.889 -1.867 0.707
H 3.738 -4.000 -1.011
H 4.115 -2.382 -1.625
H 1.336 -3.646 -1.493
H 2.124 -2.990 -2.938
H 0.452 -1.378 -1.564
H 2.000 -0.729 -2.079
H 0.683 1.339 2.770
H 2.473 1.928 2.800
H 1.245 1.309 5.101
H 2.805 0.501 4.813
H -0.019 -0.524 4.265
H 1.334 -1.426 5.098
H 0.506 -1.507 2.396
H 2.143 -2.080 2.959
H 5.215 0.139 0.762
H 4.347 0.943 2.068
H 6.348 2.231 0.639
H 4.964 3.104 1.304
H 5.211 1.986 -1.525
H 4.800 3.650 -1.073
H 2.772 1.935 -1.596
H 2.651 2.950 -0.169
```

=====

Record 2
B2CsH8 as an isolated structure, computed with wB97M-V/def2-TZVPD.

The value obtained for the highest occupied orbital energy (alpha / beta) is -10.637 / -8.465 eV. Its multiplicity is 2. The calculated total energy comes out at -2021.5597 eV. The calculation puts the molar mass at 162.593 u.

```
11
B2CsH8 wB97M-V/def2-TZVPD
Cs -1.302 1.070 -0.964
B 1.132 1.903 1.160
H 0.236 1.317 1.024
H 1.258 2.143 2.204
H 2.061 1.450 0.851
H 1.009 2.828 0.618
B -0.896 -2.151 -0.987
H -0.020 -2.405 -1.564
H -0.729 -1.236 -0.441
H -1.710 -2.027 -1.685
H -1.040 -2.891 -0.215
```

=====

Record 3
C25H34FN5O2S4SiV as an isolated structure, computed with wB97M-V/def2-TZVPD.

The value obtained for the highest occupied orbital energy (alpha / beta) is -6.338 / -7.133 eV. Its multiplicity is 4. The calculated total energy comes out at -117648.2726 eV. The calculation puts the molar mass at 662.876 u.

```
73
C25H34FN5O2S4SiV wB97M-V/def2-TZVPD
V 0.119 0.221 1.257
C 1.112 1.590 -3.162
C -0.375 1.457 -3.488
S -1.251 0.266 -2.445
C -2.673 1.250 -1.934
C -2.371 2.498 -1.111
S -1.318 2.247 0.328
C -0.113 3.584 0.106
C 0.719 3.554 -1.175
S 1.567 1.981 -1.458
H 1.562 2.335 -3.821
H 1.625 0.644 -3.346
H -0.468 1.139 -4.527
H -0.877 2.421 -3.407
H -3.304 0.559 -1.373
H -3.230 1.553 -2.823
H -3.304 2.920 -0.737
H -1.893 3.258 -1.725
H 0.530 3.511 0.981
H -0.643 4.535 0.171
H 1.466 4.345 -1.107
H 0.106 3.771 -2.050
N 6.511 4.037 1.463
C 5.448 3.243 1.857
C 4.716 2.518 0.908
C 3.631 1.762 1.294
C 3.253 1.727 2.633
C 3.975 2.427 3.589
C 5.068 3.181 3.200
S 1.825 0.872 3.150
O 0.656 1.669 2.617
O 1.898 0.732 4.569
N 1.831 -0.432 2.218
C 1.160 -1.615 2.639
N 1.426 -2.700 1.916
C 0.827 -3.823 2.302
C 0.014 -3.901 3.417
C -0.186 -2.713 4.096
N 0.359 -1.565 3.714
H 6.924 3.849 0.567
H 7.160 4.329 2.171
H 5.010 2.544 -0.136
H 3.096 1.177 0.558
H 3.677 2.375 4.628
H 5.639 3.726 3.944
H 1.017 -4.698 1.687
H -0.448 -4.827 3.728
H -0.825 -2.670 4.973
C -4.327 -0.029 1.135
Si -2.892 -0.697 2.131
C -3.540 -2.230 2.986
C -2.486 0.536 3.464
N -1.530 -0.923 1.077
C -1.424 -1.996 0.201
C -2.363 -3.026 -0.005
C -2.120 -4.076 -0.886
C -0.939 -4.151 -1.614
C 0.000 -3.134 -1.463
C -0.282 -2.121 -0.595
F 0.643 -1.093 -0.469
H -5.266 -0.083 1.702
H -4.457 -0.608 0.212
H -4.160 1.024 0.867
H -3.947 -1.939 3.962
H -2.763 -2.981 3.148
H -4.349 -2.704 2.418
H -3.398 1.089 3.723
H -1.732 1.270 3.183
H -2.120 0.027 4.362
H -3.298 -3.001 0.546
H -2.873 -4.848 -1.002
H -0.751 -4.976 -2.290
H 0.938 -3.126 -2.005
```

=====

Record 4
C3H3BrO as an isolated structure, computed with wB97M-V/def2-TZVPD.

The value obtained for the highest occupied orbital energy (alpha / beta) is -10.424 / -7.926 eV. The calculated total energy comes out at -75244.1933 eV. The calculation puts the molar mass at 134.960 u.

```
8
C3H3BrO wB97M-V/def2-TZVPD
C 0.316 0.640 0.243
C -0.219 -0.474 -0.525
C 1.339 -0.160 0.544
O 0.763 -1.303 -0.331
Br -3.647 0.426 0.105
H 0.023 1.696 0.431
H -0.990 -0.811 -1.221
H 2.415 -0.013 0.753
```

=====

Summary of relative energy (zero: lowest compared OMol25 entry of this formula, charge and spin) in kJ/mol
161.85, 55.68, 97.52, 418.44
(order as listed above)
Summary of max |F| in eV/Å
1.3, 4.8, 2.1, 3.0
(order as listed above)